1.
This record from the Open Molecules 2025 dataset describes C5H9N as an isolated structure. The level of theory is wB97M-V/def2-TZVPD.

Structure (XYZ):
```
15
Properties=species:S:1:pos:R:3:forces:R:3:lowdin_charge:R:1
C -1.7449 0.2379 0.1486 -0.178 0.028 -0.014 -0.117
C -0.7282 -0.8442 -0.2246 0.036 -0.042 -0.026 -0.219
C 0.5402 -0.2071 0.3728 0.042 -0.039 0.016 -0.340
C 1.8857 -0.4256 -0.3065 0.034 0.000 -0.023 -0.061
C 0.0147 1.2090 0.2995 0.212 0.141 -0.005 -0.317
N 0.1225 2.4124 0.1824 -0.099 -0.597 0.067 0.152
H -2.1825 0.0930 1.1433 0.131 0.088 -0.161 0.069
H -1.0681 1.8172 0.1094 -0.271 -0.037 -0.059 0.152
H -2.5423 0.4069 -0.5850 0.172 0.037 0.127 0.067
H -0.9339 -1.8449 0.1757 0.032 0.231 -0.044 0.108
H -0.6338 -0.9337 -1.3143 0.037 0.074 0.188 0.112
H 0.5950 -0.4662 1.4395 0.030 0.079 -0.136 0.148
H 2.1865 -1.4756 -0.2203 -0.065 0.172 -0.009 0.081
H 1.8223 -0.1707 -1.3699 0.017 -0.029 0.158 0.084
H 2.6669 0.1916 0.1494 -0.129 -0.105 -0.078 0.081
```
Positions in Å, forces in eV/Å.

The largest force on an atom comes out at 0.609 eV Å⁻¹. The value obtained for the electronic energy is -6816.453 eV. Its orbital gap is 9.0 eV. Its highest occupied orbital energy is -7.9866 eV. The charge is 0. The energy relative to the best compared isomer or geometry (same formula, charge and spin) comes out at 4.542 eV.

=====

2.
This record from the Open Molecules 2025 dataset describes C20H16ClFN3O8SZr as an isolated structure. The level of theory is wB97M-V/def2-TZVPD.

Structure (XYZ):
```
51
Properties=species:S:1:pos:R:3:forces:R:3:lowdin_charge:R:1
Zr 0.9703 -0.9634 0.8076 -0.020 -0.170 0.525 1.932
O 3.0002 -1.0372 1.2353 -0.046 0.057 -0.007 -0.309
N 3.0087 -0.3217 0.0851 -0.168 -0.112 0.018 -0.166
C 4.1319 -0.0422 -0.4422 -0.003 -0.007 0.034 -0.126
C 4.3507 0.7983 -1.6080 -0.021 0.013 -0.008 -0.097
C 3.5928 1.7594 -2.1642 0.005 -0.015 -0.015 -0.108
C 2.2349 2.2356 -1.9448 0.040 0.014 -0.016 -0.131
C 1.0790 1.5549 -1.9750 -0.162 -0.046 0.010 -0.707
S -0.5616 2.0901 -2.0806 -0.009 0.146 -0.019 0.634
H 5.0145 -0.4388 0.0581 -0.021 0.016 -0.002 0.123
H 5.3582 0.7098 -2.0006 -0.003 -0.013 -0.002 0.085
H 4.1182 2.3512 -2.9132 0.003 -0.006 -0.011 0.094
H 2.1245 3.3170 -1.9673 -0.001 -0.002 0.019 0.097
C -3.1855 -1.1988 1.3727 0.020 0.008 0.003 0.015
C -2.3978 -2.2416 0.6669 0.011 -0.022 0.004 -0.305
N -1.0920 -2.2824 0.4804 -0.025 0.045 0.023 0.089
C -0.8249 -3.4548 -0.1729 0.008 0.028 -0.025 -0.118
C -1.9833 -4.1361 -0.4031 0.036 0.025 -0.095 -0.076
N -2.9652 -3.3516 0.1430 -0.007 0.028 -0.041 0.181
C -2.3255 -5.4172 -1.0579 0.066 -0.191 0.342 -0.497
O -1.3238 -6.1126 -1.5455 -0.090 0.022 -0.108 0.124
O -3.4789 -5.7932 -1.0742 -0.039 0.064 -0.137 0.080
C 0.5904 -3.7938 -0.4659 -0.062 0.034 -0.017 -0.539
O 0.8498 -4.8156 -1.1156 0.049 -0.030 0.025 0.058
O 1.4291 -2.9722 0.0153 0.058 0.239 0.011 -0.111
H -2.5500 -0.3404 1.5634 -0.008 0.000 -0.002 0.057
H -3.5579 -1.5906 2.3209 -0.001 0.003 0.006 0.089
H -4.0382 -0.8885 0.7671 -0.001 0.001 -0.001 0.087
H -3.9416 -3.6007 0.1309 0.018 0.000 0.000 0.170
H -0.4338 -5.6334 -1.4131 0.030 0.025 -0.004 0.063
C 0.7505 -0.3648 -3.6153 -0.020 0.009 0.016 -0.017
C 0.7326 0.1515 -2.2075 0.096 -0.032 0.049 -0.553
O 0.4773 -0.6665 -1.2904 0.051 -0.002 -0.096 -0.179
H 0.6596 0.4401 -4.3383 0.001 0.010 0.007 0.080
H -0.0402 -1.1005 -3.7516 -0.002 0.000 0.000 0.089
H 1.7134 -0.8688 -3.7465 0.000 -0.004 -0.013 0.096
Cl -2.2252 6.7143 3.2058 -0.005 0.016 0.005 0.636
C -1.5634 5.1739 2.7269 0.014 -0.032 -0.014 -0.666
C -2.2951 4.3598 1.8776 0.001 0.009 0.010 -0.097
C -1.7672 3.1340 1.5068 0.004 -0.005 -0.003 -0.011
C -0.5221 2.7394 1.9789 0.015 0.010 -0.013 -0.121
C 0.2058 3.5759 2.8146 -0.013 -0.016 -0.013 -0.001
C -0.3164 4.7995 3.2009 -0.002 0.014 0.005 -0.102
C 0.0426 1.4248 1.5681 -0.021 0.049 -0.079 -0.596
O 1.2573 1.1627 1.7391 0.058 -0.065 -0.083 -0.062
O -0.7140 0.5592 1.0351 0.075 -0.133 -0.013 -0.147
H -3.2567 4.6892 1.5098 -0.004 0.000 -0.003 0.103
H -2.2978 2.4813 0.8272 0.003 -0.003 -0.006 0.113
H 1.1807 3.2531 3.1537 0.009 0.002 0.003 0.123
H 0.2321 5.4610 3.8566 0.005 0.003 0.004 0.101
F 0.5533 -1.5083 2.6459 0.076 0.019 -0.274 -0.477
```
Positions in Å, forces in eV/Å.

The largest force on an atom comes out at 0.552 eV Å⁻¹. The value obtained for the electronic energy is -69215.186 eV. Its orbital gap is 7.1 eV. Its highest occupied orbital energy is -4.6280 eV. The charge is -1. The energy relative to the best compared isomer or geometry (same formula, charge and spin) comes out at 0.038 eV.

=====

Question: Number 2 is which compound?
Answer: C20H16ClFN3O8SZr

=====

Copy entry 1 word for word.
This record from the Open Molecules 2025 dataset describes C5H9N as an isolated structure. The level of theory is wB97M-V/def2-TZVPD.

Structure (XYZ):
```
15
Properties=species:S:1:pos:R:3:forces:R:3:lowdin_charge:R:1
C -1.7449 0.2379 0.1486 -0.178 0.028 -0.014 -0.117
C -0.7282 -0.8442 -0.2246 0.036 -0.042 -0.026 -0.219
C 0.5402 -0.2071 0.3728 0.042 -0.039 0.016 -0.340
C 1.8857 -0.4256 -0.3065 0.034 0.000 -0.023 -0.061
C 0.0147 1.2090 0.2995 0.212 0.141 -0.005 -0.317
N 0.1225 2.4124 0.1824 -0.099 -0.597 0.067 0.152
H -2.1825 0.0930 1.1433 0.131 0.088 -0.161 0.069
H -1.0681 1.8172 0.1094 -0.271 -0.037 -0.059 0.152
H -2.5423 0.4069 -0.5850 0.172 0.037 0.127 0.067
H -0.9339 -1.8449 0.1757 0.032 0.231 -0.044 0.108
H -0.6338 -0.9337 -1.3143 0.037 0.074 0.188 0.112
H 0.5950 -0.4662 1.4395 0.030 0.079 -0.136 0.148
H 2.1865 -1.4756 -0.2203 -0.065 0.172 -0.009 0.081
H 1.8223 -0.1707 -1.3699 0.017 -0.029 0.158 0.084
H 2.6669 0.1916 0.1494 -0.129 -0.105 -0.078 0.081
```
Positions in Å, forces in eV/Å.

The largest force on an atom comes out at 0.609 eV Å⁻¹. The value obtained for the electronic energy is -6816.453 eV. Its orbital gap is 9.0 eV. Its highest occupied orbital energy is -7.9866 eV. The charge is 0. The energy relative to the best compared isomer or geometry (same formula, charge and spin) comes out at 4.542 eV.